Entry 1:
{"formula": "C5H12InO6P", "method": "wB97M-V/def2-TZVPD", "symbols": ["In", "C", "C", "O", "O", "H", "H", "H", "C", "O", "P", "O", "O", "C", "O", "C", "H", "H", "H", "H", "H", "H", "H", "H", "H"], "coordinates": [[-0.085906, -1.578562, 2.330229], [-0.023708, 1.449864, 6.247143], [0.012164, 0.557253, 4.963981], [1.141150, 0.309472, 4.470210], [-1.042965, 0.203203, 4.393573], [0.639958, 1.025684, 6.998756], [-1.064003, 1.413715, 6.569462], [0.229237, 2.484499, 6.017454], [-2.402084, 0.716715, -1.641494], [-1.049653, 0.719389, -2.099752], [-0.041196, -0.467337, -1.850291], [-0.166377, -1.107674, -0.515927], [-0.203945, -1.453422, -3.079590], [-0.055169, -0.944216, -4.420565], [1.356049, 0.238215, -2.072285], [2.529027, -0.581066, -1.891227], [-2.522063, 1.420434, -0.821904], [-2.730429, -0.270658, -1.303698], [-3.126662, 0.888630, -2.436883], [-0.571960, -1.641831, -5.077865], [1.003901, -1.073816, -4.649759], [-0.453669, 0.054531, -4.576909], [2.401567, -1.466710, -1.268642], [3.329736, -0.020193, -1.410961], [2.897001, -0.876119, -2.873058]], "forces_ev_per_a": [[0.065, 1.479, -0.443], [-0.810, 0.939, 1.732], [0.781, -2.525, -5.432], [0.051, 0.593, 1.857], [-0.595, 0.393, 1.603], [0.207, -0.220, -0.339], [0.022, -0.172, -0.077], [0.306, -0.198, -0.527], [-1.037, -0.912, 0.379], [0.585, -0.239, 0.137], [0.358, 0.967, -1.791], [-0.484, -0.864, 1.646], [-0.431, 0.177, 1.751], [0.378, -0.903, -0.800], [-0.431, -0.255, 0.688], [0.976, -0.127, -0.272], [0.074, 0.187, -0.201], [0.456, -0.089, 0.269], [0.537, 0.665, -0.293], [-0.201, 0.062, 0.192], [-0.042, 0.600, -0.165], [0.210, 0.077, 0.288], [-0.566, -0.022, -0.124], [-0.310, 0.471, -0.094], [-0.099, -0.084, 0.018]], "relative_energy_kj_mol": 159.0, "mol_weight_g_mol": 313.94, "charge": 2, "lumo_energy_ev": -14.272, "multiplicity": 1, "max_force_ev_per_a": 6.0, "homo_lumo_gap_ev": 2.368}

Entry 2:
{"formula": "C28H70O13", "method": "wB97M-V/def2-TZVPD", "symbols": ["C", "C", "C", "O", "C", "H", "H", "H", "H", "H", "H", "H", "H", "C", "C", "C", "O", "C", "H", "H", "H", "H", "H", "H", "H", "H", "C", "C", "C", "O", "C", "H", "H", "H", "H", "H", "H", "H", "H", "C", "O", "C", "C", "O", "C", "H", "H", "H", "H", "H", "H", "H", "H", "H", "H", "C", "O", "C", "C", "O", "C", "H", "H", "H", "H", "H", "H", "H", "H", "H", "H", "C", "O", "C", "C", "O", "C", "H", "H", "H", "H", "H", "H", "H", "H", "H", "H", "C", "O", "H", "H", "H", "H", "C", "O", "H", "H", "H", "H", "C", "O", "H", "H", "H", "H", "C", "O", "H", "H", "H", "H"], "coordinates": [[-0.736846, 0.964025, -3.145740], [-0.499529, 2.421724, -2.784638], [0.568950, 2.843202, -3.826224], [1.234011, 1.638580, -4.233967], [0.637820, 0.527399, -3.570131], [-1.467488, 0.952041, -3.961262], [-1.186850, 0.413032, -2.319689], [-0.057022, 2.517885, -1.791192], [-1.368658, 3.074167, -2.859611], [1.268144, 3.526218, -3.345044], [0.095163, 3.285966, -4.704868], [1.250511, 0.303235, -2.685582], [0.646670, -0.331028, -4.241617], [-4.758796, 2.158250, 1.597314], [-4.660779, 1.392564, 0.272333], [-3.266000, 1.740199, -0.222155], [-2.475969, 1.843675, 0.970052], [-3.298917, 2.052104, 2.094017], [-5.396457, 1.643740, 2.313426], [-5.153536, 3.130907, 1.304356], [-5.388800, 1.625894, -0.506658], [-4.731890, 0.314500, 0.434986], [-3.209604, 2.739903, -0.670756], [-2.879067, 1.002480, -0.922316], [-3.070499, 2.955524, 2.664911], [-3.259059, 1.159096, 2.726948], [1.592402, -4.723444, 2.962177], [1.847462, -6.072842, 2.297176], [1.802151, -5.719062, 0.801808], [0.911518, -4.632152, 0.695693], [1.144731, -3.806687, 1.841222], [2.475268, -4.358516, 3.490691], [0.844966, -4.818825, 3.756230], [1.077352, -6.801967, 2.551046], [2.787702, -6.529699, 2.606741], [1.542635, -6.609714, 0.225717], [2.801570, -5.475560, 0.417548], [0.268208, -3.191031, 2.031684], [1.937159, -3.095314, 1.575872], [-1.164985, -2.386454, -1.194227], [-2.447261, -2.322756, -0.600487], [-2.419654, -2.724953, 0.745551], [-3.838313, -2.644850, 1.303075], [-4.683960, -3.417126, 0.504975], [-5.963100, -3.585979, 1.105068], [-0.935558, -3.452820, -1.294080], [-0.399779, -1.744898, -0.750249], [-1.273097, -2.023505, -2.221799], [-1.705787, -2.170484, 1.360171], [-2.156275, -3.792508, 0.789080], [-4.168990, -1.597067, 1.260833], [-3.797237, -2.961525, 2.353865], [-5.858157, -4.122718, 2.051488], [-6.579743, -4.117535, 0.390520], [-6.365949, -2.590598, 1.322100], [-0.776724, 7.832807, -3.754589], [-0.637365, 7.283612, -2.469369], [-1.344338, 6.083459, -2.292186], [-0.875059, 5.442850, -0.999175], [0.452653, 5.006540, -1.186509], [1.025039, 4.527319, 0.011162], [-0.871173, 7.101623, -4.558484], [0.090620, 8.473649, -3.913815], [-1.632777, 8.516318, -3.817295], [-1.058362, 5.384166, -3.091781], [-2.434450, 6.180792, -2.313767], [-1.506007, 4.585938, -0.744489], [-0.920476, 6.247195, -0.255063], [1.126651, 5.279040, 0.803126], [2.074317, 4.303855, -0.198261], [0.468483, 3.630872, 0.300210], [5.568626, -3.780113, -3.137232], [6.045306, -2.499646, -2.760778], [5.216840, -1.840715, -1.811316], [3.939729, -1.285447, -2.432452], [2.921888, -2.217845, -2.759870], [2.412546, -2.885454, -1.634034], [4.587229, -3.720031, -3.605352], [5.531136, -4.462471, -2.282969], [6.245756, -4.195197, -3.883267], [5.847091, -1.032740, -1.429495], [5.039607, -2.410495, -0.891363], [4.221482, -0.803625, -3.368972], [3.473486, -0.521113, -1.796291], [3.154365, -3.506576, -1.121339], [1.568646, -3.541350, -1.840460], [2.058378, -2.139171, -0.910402], [0.247402, 3.387221, 3.725443], [0.241012, 3.122958, 5.138762], [1.266003, 3.292375, 3.352860], [-0.412995, 2.683973, 3.208833], [-0.186325, 4.372974, 3.546043], [-0.330033, 2.368753, 5.279830], [-1.152930, -2.097715, 4.370877], [-0.913923, -0.882969, 3.658697], [-0.210814, -2.500998, 4.760634], [-1.791736, -1.898067, 5.234879], [-1.607052, -2.855868, 3.732200], [-1.201346, -0.150796, 4.203214], [4.422048, 0.244836, 1.092384], [3.775975, -1.023018, 0.919626], [5.343205, 0.202249, 0.513526], [3.817712, 1.054855, 0.672335], [4.611249, 0.389241, 2.157699], [2.868611, -0.925324, 1.254531], [0.724524, 0.468335, 0.752877], [1.146360, -0.413106, 1.782237], [-0.213486, 0.161486, 0.274838], [0.501600, 1.479525, 1.112016], [1.508135, 0.518379, -0.003602], [0.422870, -0.441990, 2.438730]], "forces_ev_per_a": [[-1.005, 0.593, 0.045], [0.725, 0.348, -0.353], [-0.392, -0.467, 0.569], [-0.259, 0.243, -0.051], [0.450, -0.213, 0.143], [0.219, -0.290, -0.161], [0.273, -0.218, -0.008], [-0.163, -0.023, 0.075], [-0.123, -0.164, 0.155], [0.124, 0.128, -0.348], [0.153, 0.183, -0.020], [-0.092, -0.261, -0.023], [0.091, 0.011, 0.042], [0.048, -0.809, -0.964], [0.063, -0.536, -0.438], [-0.181, 0.616, 0.570], [0.779, -0.178, -0.101], [-1.372, 0.193, -0.060], [-0.330, 0.321, -0.069], [0.330, 0.349, 0.769], [-0.218, 0.217, 0.309], [0.132, 0.007, -0.006], [-0.334, -0.151, -0.379], [0.304, -0.060, 0.226], [0.592, -0.110, -0.075], [0.260, 0.137, 0.215], [-0.156, -0.133, 1.234], [0.163, -0.125, -0.217], [0.795, -0.858, 0.398], [-0.427, -0.330, -0.077], [0.640, 0.556, -0.737], [0.089, 0.137, -0.318], [-0.149, 0.004, -0.205], [-0.168, 0.131, -0.127], [0.099, 0.133, -0.134], [-0.767, 0.396, -0.235], [0.065, 0.444, 0.222], [-0.216, -0.283, 0.021], [0.064, -0.065, 0.122], [-0.736, -0.443, -1.247], [0.293, 1.048, 0.400], [-0.878, -1.057, -0.163], [0.830, 0.836, -0.392], [-0.287, -0.607, 0.258], [0.848, 0.582, -0.098], [0.810, 0.195, 0.352], [0.005, -0.426, 0.519], [-0.146, 0.024, 0.089], [-0.033, 0.313, -0.030], [0.312, 0.014, 0.024], [-0.050, 0.026, 0.230], [-0.236, -0.150, 0.017], [-0.192, -0.194, -0.007], [-0.147, -0.072, 0.080], [-0.352, -0.081, -0.023], [-0.014, 1.000, 0.027], [-0.304, -0.137, 0.011], [0.652, -0.965, -0.194], [0.038, 0.649, -0.520], [0.161, 0.448, 0.245], [0.598, -0.007, -0.493], [0.179, -0.236, 0.099], [0.138, -0.219, -0.165], [-0.236, -0.226, 0.077], [-0.172, 0.067, -0.132], [-0.068, 0.315, 0.111], [-0.197, 0.071, 0.226], [-0.027, -0.331, 0.401], [-0.748, 0.043, 0.055], [-0.187, -0.451, -0.247], [0.201, 0.031, 0.547], [0.013, 0.016, -0.246], [-0.210, -0.292, 0.218], [0.314, 0.208, 0.188], [-0.125, 0.339, 0.030], [0.064, -0.646, -0.378], [-0.135, 0.259, 0.892], [-0.158, -0.002, 0.109], [-0.035, 0.001, 0.097], [0.192, 0.110, 0.120], [-0.251, 0.344, -0.325], [-0.179, -0.476, -0.340], [-0.080, -0.041, -0.079], [0.329, 0.027, 0.246], [0.121, 0.080, -0.067], [0.044, 0.159, -0.652], [0.023, -0.083, 0.153], [-0.562, -0.251, 0.443], [0.028, 0.086, -0.351], [-0.057, 0.160, -0.143], [0.234, -0.068, -0.155], [0.362, 0.113, -0.041], [-0.010, -0.037, 0.195], [0.345, -0.027, 0.636], [-0.109, -0.149, -0.247], [-0.064, 0.065, -0.151], [-0.115, -0.184, -0.156], [-0.068, 0.232, -0.116], [-0.047, 0.106, 0.037], [-0.397, -0.797, -0.200], [-0.069, 0.368, -0.088], [0.141, 0.053, 0.249], [-0.010, 0.089, 0.202], [0.200, 0.379, -0.106], [0.153, -0.108, 0.103], [-0.408, 0.360, -0.284], [-0.509, 0.329, 0.027], [0.138, -0.286, 0.012], [0.328, -0.032, 0.168], [0.006, -0.020, 0.022], [0.405, -0.319, -0.086]], "smiles": "C1CCOC1.C1CCOC1.C1CCOC1.COCCOC.COCCOC.COCCOC.CO.CO.CO.CO", "mol_weight_g_mol": 614.86, "charge": 0, "lumo_energy_ev": -0.119, "multiplicity": 1, "max_force_ev_per_a": 1.5, "homo_lumo_gap_ev": 8.681}

Entry 3:
{"formula": "C4H9NO2", "method": "wB97M-V/def2-TZVPD", "symbols": ["C", "C", "C", "O", "C", "N", "O", "H", "H", "H", "H", "H", "H", "H", "H", "H"], "coordinates": [[-2.295915, 0.046705, -0.423406], [-0.829857, 0.378905, -0.192590], [-0.200854, -0.290026, 1.026566], [1.226693, -0.113832, 0.934348], [1.766258, -0.462262, -0.258692], [2.862817, 0.296987, -0.523039], [1.338664, -1.320057, -1.004231], [-2.975210, 0.409864, 0.358021], [-2.602659, 0.496461, -1.370030], [-2.429349, -1.035667, -0.535991], [-0.275531, -0.030801, -1.056565], [-0.678394, 1.468054, -0.105360], [-0.460474, 0.172487, 1.990064], [-0.439469, -1.359728, 1.079578], [3.211134, 0.273501, -1.467729], [3.066204, 1.091904, 0.058450]], "forces_ev_per_a": [[-0.175, -0.038, -0.069], [-0.084, -0.097, 0.095], [-0.079, -0.105, -0.049], [0.210, 0.036, -0.101], [0.131, -0.221, -0.198], [0.118, 0.003, -0.037], [0.291, 0.144, 0.450], [0.206, -0.083, -0.076], [-0.128, 0.006, 0.089], [-0.013, 0.151, 0.123], [-0.470, 0.633, 0.348], [-0.003, -0.349, -0.176], [-0.030, -0.101, -0.401], [0.042, 0.171, -0.119], [0.050, -0.082, 0.208], [-0.065, -0.067, -0.085]], "smiles": "CCCOC(N)=O", "relative_energy_kj_mol": 45.8, "mol_weight_g_mol": 103.12, "charge": 0, "lumo_energy_ev": 0.954, "multiplicity": 1, "max_force_ev_per_a": 0.9, "homo_lumo_gap_ev": 11.308}